one:
DFT (ωB97M-V with the def2-TZVPD basis set) results for a cluster of 2 separate species, C5H14 in total.

```
19
C5H14 | OMol25 | ωB97M-V with the def2-TZVPD basis set
C 3.482 -0.612 0.604
C 2.500 0.346 -0.072
H 3.022 -1.446 1.129
H 4.170 -0.994 -0.146
H 4.108 -0.077 1.325
H 3.036 1.250 -0.373
H 1.727 0.692 0.621
H 2.076 -0.069 -0.982
C -1.684 0.436 -0.242
C -3.096 1.025 -0.320
C -1.657 -1.105 -0.028
H -1.112 0.668 -1.141
H -1.130 0.868 0.593
H -3.476 1.211 0.684
H -3.773 0.306 -0.784
H -1.481 -1.375 1.013
H -2.641 -1.513 -0.289
H -3.116 1.962 -0.869
H -0.957 -1.572 -0.723
```

## Properties
spin multiplicity: 1
net charge: 0
LUMO: 1.130 eV
frontier orbital gap: 12.6 eV
HOMO: -0.4198 Eh

Atom charges from the Mulliken analysis, given in e for atoms 1 to 5: C -0.88; C -0.72; H 0.29; H 0.27; H 0.27

two:
DFT (ωB97M-V with the def2-TZVPD basis set) results for a cluster of 2 separate species, C5H14 in total.

```
19
C5H14 | OMol25 | ωB97M-V with the def2-TZVPD basis set
C -0.853 -0.153 1.745
C -1.350 -1.564 1.443
C 0.655 -0.076 1.723
H -1.360 0.572 1.132
H -1.287 0.046 2.786
H -0.559 -2.432 1.471
H 1.138 -0.170 2.639
H 1.347 -0.681 0.965
H -1.909 -1.619 0.463
H -2.200 -1.742 2.207
H 0.866 0.998 1.330
C 0.121 1.305 -2.233
C 1.325 0.425 -2.318
H -0.711 0.713 -1.764
H 0.313 2.232 -1.710
H -0.439 1.673 -3.142
H 2.338 0.986 -2.324
H 1.213 -0.301 -3.059
H 1.351 -0.210 -1.355
```

## Properties
spin multiplicity: 1
net charge: 0
LUMO: 1.118 eV
frontier orbital gap: 12.0 eV
HOMO: -0.3999 Eh

Atom charges from the Mulliken analysis, given in e for atoms 1 to 5: C -0.17; C -0.91; C -1.07; H 0.34; H 0.24

three:
DFT (ωB97M-V with the def2-TZVPD basis set) results for a cluster of 2 separate species, C5H14 in total.

```
19
C5H14 | OMol25 | ωB97M-V with the def2-TZVPD basis set
C 1.737 0.068 1.797
C 0.588 -0.883 1.447
C 1.510 1.384 0.978
H 1.699 0.428 2.827
H 2.733 -0.323 1.618
H 0.678 -1.107 0.381
H 0.452 1.613 0.893
H 1.834 2.291 1.509
H 2.053 1.374 0.035
H 0.496 -1.689 2.166
H -0.413 -0.436 1.462
C -1.346 -0.841 -2.394
C -1.989 0.118 -1.386
H -0.431 -1.299 -2.024
H -2.103 -1.583 -2.639
H -1.060 -0.302 -3.296
H -1.315 0.379 -0.566
H -2.899 -0.266 -0.947
H -2.224 1.075 -1.860
```

## Properties
spin multiplicity: 1
net charge: 0
LUMO: 1.159 eV
frontier orbital gap: 12.4 eV
HOMO: -0.4125 Eh

Atom charges from the Mulliken analysis, given in e for atoms 1 to 5: C -0.21; C -0.97; C -1.07; H 0.27; H 0.29

Bottom line: one, by a margin of 0.0109 hartree.